No. 1
# C27H63AsF6N9O9

A molecular structure, C27H63AsF6N9O9 in a non-equilibrium geometry (ωB97M-V/def2-TZVPD, the OMol25 dataset).

The geometry in XYZ format:
```
115
Properties=species:S:1:pos:R:3:forces:R:3
As 0.28188 -0.87675 -0.43667 0.24 -2.25 0.56
F 0.59630 0.50777 -1.39757 -0.11 0.79 -0.50
F 1.32735 -1.78579 -1.44698 0.46 -0.45 -0.40
F -0.20230 -2.33943 0.46283 0.96 0.56 0.31
F -0.68396 0.04781 0.58743 -1.17 1.15 1.05
F -1.04329 -1.32768 -1.39024 -1.16 0.64 -1.28
F 1.60696 -0.51978 0.58211 0.67 0.00 0.52
C 3.04303 0.38546 -3.93664 -1.81 -1.30 0.50
O 3.29714 -0.10572 -5.01354 0.10 -0.14 -0.59
N 3.64188 1.42198 -3.37722 1.61 2.42 -0.53
C 3.09622 2.00245 -2.17683 -1.36 0.11 -0.93
C 4.36703 2.38314 -4.25798 -1.69 -0.15 -0.57
H 2.18373 0.02168 -3.28541 0.85 -0.09 -0.48
H 3.87242 2.55660 -1.69419 0.35 0.17 0.68
H 2.64747 1.20069 -1.59860 0.25 0.27 0.43
H 2.27989 2.70450 -2.47572 0.42 -0.18 0.47
H 5.23179 2.82381 -3.75757 -0.46 0.24 0.06
H 4.71543 1.81605 -5.09688 0.39 -0.39 -0.40
H 3.61232 3.13196 -4.75499 1.40 -0.90 1.38
C -0.48402 -1.04880 9.20048 1.96 0.00 -0.47
O -0.72955 -2.03537 9.86584 -0.64 0.31 -0.04
N -0.97914 -0.69262 8.01258 -0.59 1.36 -0.54
C -0.62647 0.54711 7.28538 0.29 0.43 2.53
C -2.07174 -1.43304 7.54623 -2.23 -2.05 -1.10
H 0.38393 -0.40993 9.35398 0.44 0.40 0.99
H -1.05454 1.48647 7.67854 -0.24 -0.56 0.21
H -0.91977 0.48864 6.29846 -0.77 -0.49 -2.11
H 0.42921 0.72069 7.28632 0.84 -0.19 0.15
H -3.05284 -1.26694 8.07628 1.11 -0.42 0.22
H -2.37006 -1.16366 6.53614 0.56 0.17 -0.30
H -1.77748 -2.52564 7.50884 -0.73 1.08 0.34
C -1.98358 3.41906 -5.43983 -1.15 -1.19 0.15
O -3.15141 3.55826 -5.79359 0.76 0.47 -0.11
N -1.43546 2.21729 -5.17982 -0.16 0.49 0.02
C -0.14316 2.21698 -4.48306 -1.43 -1.24 0.19
C -2.23764 1.01385 -5.40290 -0.92 1.27 0.65
H -1.25147 4.18397 -5.20671 -0.07 0.95 -0.23
H 0.32234 3.17645 -4.60159 0.12 0.51 0.19
H 0.46790 1.49313 -5.00928 0.42 -0.40 0.53
H -0.37084 1.98640 -3.40761 0.92 -0.02 -0.85
H -1.57695 0.19518 -5.43579 0.62 -1.15 -0.14
H -3.05953 0.83035 -4.66603 0.90 0.29 -0.03
H -2.78588 1.15873 -6.32248 0.13 -0.14 -0.47
C 4.85473 -4.71139 -2.71366 0.38 0.66 -0.48
O 6.04907 -4.87594 -2.53522 -0.26 -0.16 0.30
N 3.84812 -5.11198 -1.91333 -0.65 -0.37 0.24
C 2.46689 -4.77134 -2.24509 -0.96 -0.63 0.59
C 4.04777 -5.51126 -0.50783 -0.38 0.52 -0.14
H 4.50780 -4.11521 -3.60238 -0.07 -0.60 0.38
H 1.78505 -5.59474 -1.84176 0.88 0.88 -0.83
H 2.29502 -4.63737 -3.33766 0.31 -0.15 0.84
H 2.15783 -3.87312 -1.69308 0.04 -0.03 -0.33
H 3.18488 -6.11588 -0.16109 0.57 0.16 -0.41
H 4.98142 -6.07138 -0.39434 -0.22 0.33 0.01
H 4.01970 -4.58337 0.10849 0.35 -0.65 -0.16
C -2.44466 -0.17256 2.99464 0.45 -0.28 -0.02
O -2.05334 0.33140 4.04117 -0.07 -0.41 -0.45
N -3.39772 0.35429 2.18264 0.92 -0.26 1.69
C -3.56670 -0.30374 0.94946 1.84 1.60 -1.60
C -3.94625 1.67587 2.40899 -0.31 -0.48 0.54
H -2.02585 -1.15817 2.54228 -0.53 1.35 0.92
H -2.98052 0.23434 0.14961 -0.60 -0.71 0.49
H -4.56356 -0.25617 0.72760 -2.71 -0.17 -0.99
H -3.24219 -1.31061 1.00485 0.34 -0.91 -0.05
H -5.02222 1.72643 2.19364 0.29 -0.21 -0.22
H -3.83207 1.92038 3.46073 0.18 0.00 0.07
H -3.41663 2.41133 1.82895 0.20 0.46 -0.40
C -0.11196 3.58279 4.02404 -1.49 1.12 0.34
O -0.56932 4.38046 4.84568 0.67 -0.79 -0.74
N 0.03854 3.82517 2.70030 0.81 -2.59 1.31
C 0.59537 2.78431 1.86466 -1.45 -0.06 0.75
C -0.50191 4.93714 2.10260 1.04 3.13 -1.08
H 0.05768 2.53418 4.22527 0.55 -0.47 0.62
H -0.20310 2.43777 1.21903 0.30 -0.06 -0.78
H 0.85300 1.93594 2.45917 0.18 -0.60 0.56
H 1.48787 3.11539 1.41302 0.87 0.42 -1.13
H -1.28161 4.73890 1.35159 -0.01 -0.15 0.36
H -0.84375 5.55660 2.95256 -0.13 0.13 -0.85
H 0.35772 5.45982 1.54075 -1.37 -0.20 0.63
C -0.53757 4.29867 -2.02286 -1.93 -0.51 0.98
O 0.07454 5.04950 -2.70883 1.41 1.28 -1.41
N -1.88238 4.14816 -2.00987 -0.48 0.06 0.01
C -2.47200 3.28907 -1.03697 0.48 -0.96 -0.35
C -2.87767 4.81332 -2.78701 -0.39 0.83 -1.23
H -0.13692 3.64846 -1.24752 0.81 -0.33 0.16
H -1.66870 2.63016 -0.73956 -0.21 -0.80 0.35
H -3.34132 2.74015 -1.45439 0.59 0.20 0.32
H -2.73638 3.86017 -0.18260 -0.80 0.45 0.97
H -3.45411 4.03574 -3.29903 0.04 0.26 -0.26
H -3.63206 5.35875 -2.18270 0.69 -0.05 0.04
H -2.43484 5.49705 -3.54114 -0.26 -0.45 0.57
C -1.54887 -4.80874 -5.00637 -1.58 -0.95 0.92
O -2.42809 -5.66066 -4.74911 1.69 1.51 -0.82
N -1.18594 -3.82233 -4.16477 0.12 0.32 0.29
C -0.09170 -2.88909 -4.40533 -1.24 -0.76 -2.78
C -1.81499 -3.62883 -2.89651 -0.42 -0.29 1.69
H -1.00346 -4.73580 -5.95950 0.00 -0.37 -0.05
H -0.49065 -1.90643 -4.68712 0.18 0.09 0.68
H 0.34367 -3.24789 -5.35368 0.51 0.21 0.48
H 0.59978 -2.88217 -3.60112 0.58 0.22 0.65
H -2.38187 -2.68531 -2.81680 0.09 -0.34 -0.42
H -2.46899 -4.47384 -2.61112 0.37 0.41 -0.45
H -1.03171 -3.51966 -2.12339 -0.35 -0.22 -0.29
C 1.49363 -3.76862 3.87227 -0.70 0.95 0.71
O 2.27521 -4.65259 4.04836 1.53 -1.77 0.02
N 1.79616 -2.45883 3.94573 0.63 -0.09 -0.21
C 0.74091 -1.48930 3.78961 -0.43 -0.36 2.00
C 3.16872 -2.03456 4.27216 -0.42 -0.22 -2.26
H 0.42586 -3.99630 3.79445 -0.35 0.28 -0.49
H 0.42697 -1.16001 4.82466 0.25 0.23 -1.06
H -0.08346 -2.07769 3.41690 -0.48 0.34 -0.42
H 0.95773 -0.64455 3.14615 0.19 -0.05 -0.17
H 3.48816 -1.46373 3.33445 0.20 -0.59 1.43
H 3.09116 -1.36620 5.11020 0.37 0.30 0.49
H 3.82291 -2.92970 4.45029 -0.79 0.99 -0.13
```
Forces are in eV/Å.

2S+1 = 1
LUMO = 1.999 eV
F_max = 3.47 eV Å⁻¹
Kohn-Sham gap = 9.23 eV
Energy above the lowest of the compared OMol25 structures with the same formula, charge and spin = 5.928 eV
Total charge = -1

No. 2
# C27H64BO17

10 unconnected molecules or ions with the total composition C27H64BO17 in a non-equilibrium geometry (ωB97M-V/def2-TZVPD, the OMol25 dataset).

The geometry in XYZ format:
```
109
Properties=species:S:1:pos:R:3:forces:R:3
O 4.22336 0.07985 -2.12580 0.28 0.70 0.12
C 3.15519 -0.38366 -1.65752 1.95 -3.37 -2.21
O 2.28104 0.30591 -0.96583 -1.81 1.75 1.66
B 1.25575 -0.59034 -0.50632 1.17 -1.26 -0.71
O 1.61146 -1.89949 -1.07536 -2.72 -0.29 1.36
C 2.69689 -1.77736 -1.82799 1.96 2.45 -0.29
O 3.19652 -2.70444 -2.48827 0.22 -0.38 -0.25
O -0.11122 -0.16500 -0.88323 -2.60 0.55 1.87
C -0.88250 0.01935 0.22472 -1.26 1.43 -1.35
O -2.07139 0.42368 0.28613 3.50 -1.33 -0.52
C 0.05342 -0.21143 1.43854 0.01 -0.10 2.74
O 1.18811 -0.68018 0.99316 -0.53 0.49 0.40
O -0.20651 0.00494 2.64004 0.16 -0.38 -2.85
C 1.08992 3.38865 -1.07331 0.86 -1.58 -0.10
C 2.29795 4.05863 -1.74370 -2.73 -0.66 -1.37
C 1.77559 4.66834 -3.04297 0.18 0.81 -0.35
O 2.69797 5.04183 -0.87718 1.66 1.79 0.90
H 0.73380 2.57425 -1.70420 -0.33 0.05 -0.02
H 0.27893 4.04786 -0.76373 0.21 0.28 -0.32
H 1.47847 2.86445 -0.20018 -0.14 0.01 0.32
H 3.07370 3.34590 -2.02358 0.09 -0.23 0.42
H 2.52675 5.06003 -3.72886 0.51 -0.55 -0.08
H 1.20461 5.58372 -2.88757 -0.50 -0.14 0.58
H 1.13936 3.94236 -3.54921 0.16 0.07 -0.12
H 3.22700 4.62010 -0.19610 0.03 0.06 0.15
C -3.70443 0.70579 3.21476 -0.47 -0.07 -0.58
C -4.14100 -0.75749 3.24042 0.34 1.32 1.37
C -5.01560 -0.99156 4.49708 0.46 -0.61 -0.53
O -4.89885 -0.98792 2.10178 -0.44 -0.19 -1.16
H -4.63619 1.27120 3.19947 0.05 0.50 0.60
H -3.19208 1.01028 2.30213 0.20 -0.54 -0.03
H -3.02426 0.88650 4.04711 -0.34 0.32 0.14
H -3.19384 -1.29449 3.29159 -0.16 -0.76 -0.15
H -4.47239 -0.73104 5.40546 -0.12 0.02 0.06
H -5.29829 -2.04362 4.53397 0.13 -0.26 0.21
H -5.96764 -0.46506 4.42993 0.20 0.42 -0.06
H -5.11061 -1.91750 1.98934 0.14 -0.10 0.12
C -5.42064 4.22057 -0.90251 1.32 0.81 -0.59
C -4.74989 2.98850 -0.32903 0.73 -0.28 -0.50
C -5.63061 1.78117 -0.38164 -0.88 -0.42 0.17
O -3.51365 2.69180 -1.01137 -0.74 1.33 -0.38
H -4.63100 4.97192 -0.91054 0.15 0.25 -0.10
H -6.16649 4.65888 -0.23942 -0.36 -0.48 -0.13
H -5.72674 4.15893 -1.94683 -0.42 -0.33 0.09
H -4.50978 3.35219 0.67006 0.04 -0.71 0.58
H -6.62079 2.07213 -0.03096 -0.14 -0.26 0.52
H -5.24113 0.91634 0.15546 -0.04 0.14 0.29
H -5.82695 1.43141 -1.39516 0.43 0.28 -0.32
H -3.06587 1.94261 -0.61162 0.04 -0.48 0.37
C -2.42300 -0.40742 -3.25563 0.31 -0.29 0.93
C -3.24837 -0.46336 -4.50230 0.32 0.69 0.82
C -3.83241 -1.84747 -4.71068 -0.66 0.26 -0.07
O -4.29018 0.49905 -4.32403 -0.91 -0.08 -0.67
H -2.96182 -0.84562 -2.41553 -0.11 -0.28 -0.02
H -2.28403 0.61509 -2.90453 0.53 0.10 -0.38
H -1.48744 -0.95185 -3.38373 0.17 0.22 0.21
H -2.59042 -0.10465 -5.29384 -0.18 -0.38 -0.62
H -4.88321 -1.77021 -4.98987 0.02 0.17 -0.56
H -3.90977 -2.36585 -3.75496 0.54 -0.25 -0.05
H -3.28064 -2.40967 -5.46405 -0.06 -0.18 0.24
H -3.90376 1.36438 -4.47726 0.00 0.07 0.23
C 0.43606 3.06990 4.54481 -0.21 -1.09 -1.13
C 0.04549 3.37170 5.95986 0.76 1.85 0.68
C 1.17867 3.77654 6.91121 0.08 -0.61 -0.94
O -0.76962 4.57131 5.91357 -0.56 -0.57 0.10
H 0.97416 3.81162 3.95456 0.40 0.45 0.68
H -0.47801 2.95143 3.96298 -0.33 -0.19 0.05
H 0.93589 2.11629 4.37480 0.16 -0.04 0.32
H -0.45241 2.51969 6.42275 -0.60 0.08 -0.26
H 0.82755 3.99638 7.91942 -0.10 -0.19 -0.07
H 1.62876 4.68085 6.50165 0.26 -0.09 0.07
H 1.87562 2.93870 6.89138 0.41 0.18 0.42
H -0.79829 4.80269 4.98231 -0.30 0.16 0.01
C 2.35251 -4.08639 1.14261 -0.05 0.16 0.36
C 2.59708 -4.76104 2.51180 1.29 0.74 -1.07
C 3.22409 -3.82477 3.52209 1.20 0.08 0.36
O 1.46722 -5.39975 3.00796 -1.73 -0.71 0.63
H 3.24567 -3.71616 0.63932 0.36 -0.30 0.24
H 1.77948 -3.16492 1.24568 -0.33 -0.15 0.22
H 1.84507 -4.72289 0.41771 -0.06 -0.15 0.21
H 3.28284 -5.60582 2.44722 0.89 0.32 -0.76
H 4.21258 -3.55467 3.15057 0.00 0.40 -0.40
H 3.52124 -4.36096 4.42337 -0.51 -0.24 0.33
H 2.72185 -2.90315 3.81617 -0.41 -0.18 -0.35
H 1.79788 -6.27696 3.21476 -0.68 0.02 0.20
C -1.04259 -3.94546 -2.45860 0.51 -0.34 -0.86
C -1.92963 -3.70581 -1.28643 0.31 -0.24 0.10
O -2.69400 -4.89436 -0.94618 0.40 0.56 0.24
H -0.21485 -4.63882 -2.30964 -0.19 -0.32 0.58
H -0.48695 -3.03701 -2.69119 -0.37 0.24 -0.37
H -1.62429 -4.35910 -3.28239 0.03 0.37 -0.36
H -2.62901 -2.89669 -1.49691 -0.06 -0.05 0.08
H -1.23526 -3.37490 -0.51413 -0.45 -0.08 0.66
H -2.36664 -5.18758 -0.09268 -0.04 -0.10 -0.01
C 6.80195 -1.86138 -0.66061 -0.09 -1.53 -0.45
C 7.43411 -0.62001 -1.20586 -0.10 -0.01 0.43
O 6.63255 0.43817 -0.82418 0.60 1.62 0.44
H 5.72251 -1.87499 -0.81132 -0.09 0.43 0.07
H 7.02458 -2.01655 0.39507 -0.03 0.06 0.03
H 7.10921 -2.73767 -1.23140 0.41 -0.33 0.14
H 7.55648 -0.64322 -2.28872 0.06 -0.21 -0.26
H 8.40885 -0.44935 -0.74884 0.30 -0.09 -0.10
H 5.83807 0.38448 -1.36038 -1.32 0.04 -0.30
C 5.11069 -1.22277 -5.69479 -1.44 0.07 2.03
O 3.92277 -1.06404 -4.89232 0.31 0.33 -1.41
H 5.88567 -0.57526 -5.28462 0.28 0.26 -0.33
H 5.42885 -2.24975 -5.51541 0.34 -0.20 -0.93
H 4.81104 -0.93720 -6.70314 0.46 -0.35 -0.12
H 4.02453 -1.56243 -4.07816 -0.16 -0.18 0.75
```
Forces are in eV/Å.

2S+1 = 2
LUMO (spin up / spin down) = 4.011 / 4.011 eV
F_max = 4.47 eV Å⁻¹
Kohn-Sham gap (spin up / spin down) = 3.13 / 7.04 eV
Total charge = -2

Question: What is the formula in the second record?
Answer: C27H64BO17

Question: What is the formula in the first record?
Answer: C27H63AsF6N9O9